[1]
Here is a cluster of 9 separate species, C15H48N6O9 in total at a distorted geometry from the OMol25 dataset. Energies are from ωB97M-V with the def2-TZVPD basis set.

Positions of all 78 atoms, in Å:
N1 -0.064 -1.148 4.953
C1 0.887 -0.341 4.533
N2 0.738 0.888 4.896
O1 1.965 -0.824 3.843
H1 -0.081 -2.147 4.614
H2 -0.613 -1.123 5.846
H3 1.450 1.520 4.621
H4 -0.124 1.293 5.196
N3 -1.812 -1.843 0.897
C2 -1.191 -1.774 2.048
N4 -1.676 -0.849 2.770
O2 -0.303 -2.683 2.445
H5 -1.420 -2.629 0.363
H6 -2.407 -1.186 0.478
H7 -1.192 -0.881 3.723
H8 -2.298 -0.115 2.466
N5 0.326 3.674 -2.046
C3 0.081 2.415 -2.068
N6 1.183 1.648 -1.923
O3 -1.141 1.874 -2.342
H9 -0.503 4.256 -2.020
H10 1.231 4.092 -1.937
H11 0.947 0.614 -1.740
H12 2.171 1.968 -1.998
C4 -3.278 -2.677 -1.909
C5 -2.283 -3.822 -1.930
O4 -1.151 -3.455 -1.229
H13 -4.109 -3.040 -2.470
H14 -2.893 -1.826 -2.544
H15 -3.598 -2.475 -0.873
H16 -2.060 -4.154 -2.948
H17 -2.735 -4.723 -1.518
H18 -0.678 -2.987 -1.912
C6 -4.881 0.390 0.071
C7 -3.840 0.679 -0.920
O5 -2.578 0.733 -0.309
H19 -5.821 0.502 -0.480
H20 -4.872 1.126 0.835
H21 -4.806 -0.583 0.475
H22 -4.000 1.617 -1.368
H23 -3.985 -0.037 -1.708
H24 -1.985 0.999 -1.058
C8 -0.757 -1.084 -4.188
C9 0.721 -1.290 -4.076
O6 1.338 -1.521 -5.341
H25 -1.125 -0.428 -4.927
H26 -1.164 -0.667 -3.272
H27 -1.303 -1.992 -4.435
H28 1.033 -2.097 -3.381
H29 1.159 -0.390 -3.669
H30 1.830 -0.688 -5.610
C10 4.559 2.393 1.246
C11 4.154 0.965 1.549
O7 4.180 0.774 2.955
H31 3.954 3.206 1.643
H32 4.465 2.572 0.145
H33 5.565 2.643 1.537
H34 4.894 0.307 1.007
H35 3.172 0.910 1.152
H36 3.555 0.101 3.268
C12 0.381 1.822 1.660
C13 1.154 3.052 1.245
O8 0.260 4.129 0.834
H37 -0.207 1.451 0.817
H38 -0.289 2.114 2.422
H39 1.032 1.070 2.054
H40 1.870 2.773 0.428
H41 1.771 3.429 2.041
H42 0.402 4.168 -0.158
C14 2.811 -1.124 -0.700
C15 1.524 -1.386 0.034
O9 0.460 -0.749 -0.601
H43 2.864 -1.623 -1.652
H44 3.631 -1.414 -0.132
H45 2.860 -0.047 -0.862
H46 1.683 -1.013 1.072
H47 1.318 -2.410 0.192
H48 -0.352 -0.920 -0.119

- SMILES: NC(N)=O.NC(N)=O.NC(N)=O.CCO.CCO.CCO.CCO.CCO.CCO
- Net charge: 0
- Spin multiplicity: 1
- Energy: -1605.94903 hartree
- HOMO level: -9.16 eV
- Largest force on an atom: 7.95 eV/A
- Energy relative to the best compared isomer or geometry (same formula, charge and spin): 309.98 kJ/mol

[2]
Here is a cluster of 9 separate species, C15H48O9 in total at a distorted geometry from the OMol25 dataset. Energies are from ωB97M-V with the def2-TZVPD basis set.

Positions of all 72 atoms, in Å:
C1 -9.371 3.301 14.832
C2 -10.462 2.399 14.220
C3 -10.251 0.906 14.471
O1 -11.754 2.778 14.687
H1 -8.410 2.908 14.497
H2 -9.405 3.078 15.920
H3 -9.533 4.347 14.606
H4 -10.585 2.533 13.124
H5 -9.955 0.650 15.516
H6 -9.505 0.460 13.813
H7 -11.191 0.382 14.290
H8 -11.820 2.610 15.627
C4 -8.417 10.662 17.475
C5 -7.413 9.612 17.047
C6 -6.589 9.077 18.232
O2 -8.016 8.443 16.430
H9 -7.807 11.483 17.841
H10 -9.049 10.336 18.303
H11 -9.121 10.936 16.673
H12 -6.745 9.973 16.292
H13 -5.913 9.823 18.665
H14 -5.985 8.217 17.952
H15 -7.255 8.738 19.018
H16 -8.723 8.146 17.012
C7 -11.207 4.898 17.873
C8 -10.426 5.981 17.097
C9 -11.296 6.506 15.906
O3 -10.116 7.116 17.890
H17 -10.501 4.419 18.557
H18 -11.584 4.171 17.119
H19 -11.958 5.403 18.475
H20 -9.536 5.531 16.658
H21 -12.183 7.056 16.269
H22 -11.667 5.719 15.236
H23 -10.742 7.275 15.340
H24 -9.685 6.830 18.685
C10 -5.739 5.008 15.544
C11 -4.665 3.946 15.288
C12 -4.778 2.722 16.194
O4 -4.757 3.489 13.920
H25 -5.716 5.742 14.723
H26 -5.507 5.493 16.503
H27 -6.763 4.589 15.558
H28 -3.684 4.398 15.471
H29 -4.085 1.956 15.888
H30 -5.798 2.345 16.140
H31 -4.561 3.025 17.218
H32 -4.040 2.855 13.769
C13 -3.108 8.959 12.860
C14 -4.602 8.747 12.803
C15 -5.234 8.982 14.167
O5 -5.108 9.702 11.872
H33 -2.688 8.203 13.535
H34 -2.919 10.012 13.139
H35 -2.604 8.819 11.903
H36 -4.843 7.776 12.419
H37 -4.898 8.317 14.973
H38 -6.314 8.848 14.146
H39 -5.014 10.000 14.469
H40 -5.928 9.308 11.485
O6 -10.350 8.035 12.374
H41 -10.726 8.818 12.840
H42 -11.074 7.400 12.346
O7 -7.263 7.585 10.958
H43 -7.009 6.651 11.173
H44 -8.090 7.724 11.443
O8 -7.284 5.025 11.989
H45 -7.470 5.547 12.817
H46 -6.653 4.352 12.276
O9 -8.509 6.530 14.238
H47 -8.141 7.100 14.948
H48 -9.091 7.101 13.709

- SMILES: CC(C)O.CC(C)O.CC(C)O.CC(C)O.CC(C)O.O.O.O.O
- Net charge: 0
- Spin multiplicity: 1
- Energy: -1277.46227 hartree
- HOMO level: -9.46 eV
- Largest force on an atom: 2.33 eV/A
- Energy relative to the best compared isomer or geometry (same formula, charge and spin): 44.52 kJ/mol

[3]
Here is a structure of composition C15H4Cl6NO3Pd at a distorted geometry from the OMol25 dataset. Energies are from ωB97M-V with the def2-TZVPD basis set.

Positions of all 30 atoms, in Å:
Pd1 0.002 -0.021 -0.001
Cl1 -6.257 1.667 -1.630
C1 -4.598 1.727 -1.161
C2 -3.988 2.965 -0.900
Cl2 -4.900 4.420 -1.050
C3 -2.656 3.018 -0.524
Cl3 -1.882 4.522 -0.197
C4 -1.888 1.844 -0.394
O1 -0.641 1.858 -0.044
C5 -2.514 0.584 -0.661
O2 -1.799 -0.498 -0.540
C6 -3.866 0.557 -1.042
Cl4 -4.588 -0.977 -1.355
Cl5 4.624 0.992 1.367
C7 3.900 -0.544 1.052
C8 4.653 -1.693 1.179
C9 4.073 -2.932 0.927
Cl6 5.061 -4.350 1.100
C10 2.726 -3.071 0.539
C11 2.060 -4.286 0.265
C12 0.697 -4.236 -0.113
C13 0.036 -3.048 -0.212
N1 0.658 -1.855 0.049
C14 1.988 -1.867 0.421
C15 2.542 -0.604 0.668
O3 1.784 0.468 0.534
H1 5.690 -1.633 1.474
H2 2.584 -5.227 0.343
H3 0.165 -5.154 -0.329
H4 -1.004 -2.981 -0.498

- Net charge: -1
- Spin multiplicity: 3
- Energy: -3743.60165 hartree
- HOMO level (spin up / spin down): -2.43 / -4.12 eV
- Largest force on an atom: 1.34 eV/A

Look up the net charge of the first one.
0

Among the records above, which one has the lowest largest force on an atom?
C15H4Cl6NO3Pd

What did the second record say?
Here is a cluster of 9 separate species, C15H48O9 in total at a distorted geometry from the OMol25 dataset. Energies are from ωB97M-V with the def2-TZVPD basis set.

Positions of all 72 atoms, in Å:
C1 -9.371 3.301 14.832
C2 -10.462 2.399 14.220
C3 -10.251 0.906 14.471
O1 -11.754 2.778 14.687
H1 -8.410 2.908 14.497
H2 -9.405 3.078 15.920
H3 -9.533 4.347 14.606
H4 -10.585 2.533 13.124
H5 -9.955 0.650 15.516
H6 -9.505 0.460 13.813
H7 -11.191 0.382 14.290
H8 -11.820 2.610 15.627
C4 -8.417 10.662 17.475
C5 -7.413 9.612 17.047
C6 -6.589 9.077 18.232
O2 -8.016 8.443 16.430
H9 -7.807 11.483 17.841
H10 -9.049 10.336 18.303
H11 -9.121 10.936 16.673
H12 -6.745 9.973 16.292
H13 -5.913 9.823 18.665
H14 -5.985 8.217 17.952
H15 -7.255 8.738 19.018
H16 -8.723 8.146 17.012
C7 -11.207 4.898 17.873
C8 -10.426 5.981 17.097
C9 -11.296 6.506 15.906
O3 -10.116 7.116 17.890
H17 -10.501 4.419 18.557
H18 -11.584 4.171 17.119
H19 -11.958 5.403 18.475
H20 -9.536 5.531 16.658
H21 -12.183 7.056 16.269
H22 -11.667 5.719 15.236
H23 -10.742 7.275 15.340
H24 -9.685 6.830 18.685
C10 -5.739 5.008 15.544
C11 -4.665 3.946 15.288
C12 -4.778 2.722 16.194
O4 -4.757 3.489 13.920
H25 -5.716 5.742 14.723
H26 -5.507 5.493 16.503
H27 -6.763 4.589 15.558
H28 -3.684 4.398 15.471
H29 -4.085 1.956 15.888
H30 -5.798 2.345 16.140
H31 -4.561 3.025 17.218
H32 -4.040 2.855 13.769
C13 -3.108 8.959 12.860
C14 -4.602 8.747 12.803
C15 -5.234 8.982 14.167
O5 -5.108 9.702 11.872
H33 -2.688 8.203 13.535
H34 -2.919 10.012 13.139
H35 -2.604 8.819 11.903
H36 -4.843 7.776 12.419
H37 -4.898 8.317 14.973
H38 -6.314 8.848 14.146
H39 -5.014 10.000 14.469
H40 -5.928 9.308 11.485
O6 -10.350 8.035 12.374
H41 -10.726 8.818 12.840
H42 -11.074 7.400 12.346
O7 -7.263 7.585 10.958
H43 -7.009 6.651 11.173
H44 -8.090 7.724 11.443
O8 -7.284 5.025 11.989
H45 -7.470 5.547 12.817
H46 -6.653 4.352 12.276
O9 -8.509 6.530 14.238
H47 -8.141 7.100 14.948
H48 -9.091 7.101 13.709

- SMILES: CC(C)O.CC(C)O.CC(C)O.CC(C)O.CC(C)O.O.O.O.O
- Net charge: 0
- Spin multiplicity: 1
- Energy: -1277.46227 hartree
- HOMO level: -9.46 eV
- Largest force on an atom: 2.33 eV/A
- Energy relative to the best compared isomer or geometry (same formula, charge and spin): 44.52 kJ/mol

Which value of net charge does entry 1 give?
0